# 1
The following is a DFT calculation (ωB97M-V/def2-TZVPD) of a structure of composition C22H22ClO2OsPTe.

Geometry (Å):
Os: 1.3530 -0.0525 2.0892
O: -0.2790 -2.9483 3.6573
C: -0.3495 -2.2835 2.6763
O: 0.8272 -1.8925 2.0363
C: -1.6067 -1.8783 1.9908
C: -2.7503 -2.5888 2.3475
C: -3.9461 -2.3706 1.6867
C: -4.0052 -1.4486 0.6484
C: -2.8779 -0.7237 0.2984
C: -1.6728 -0.9155 0.9769
P: -0.2736 0.0630 0.3594
C: -0.8549 1.7431 0.1086
C: -0.1535 2.6102 -0.7395
C: -0.5319 3.9371 -0.8471
C: -1.5934 4.4189 -0.0906
C: -2.2678 3.5762 0.7806
C: -1.8999 2.2431 0.8898
C: 0.1135 -0.7634 -1.1975
C: 0.2320 -2.1570 -1.1183
C: 0.4076 -2.9070 -2.2655
C: 0.4740 -2.2751 -3.5027
C: 0.3524 -0.8962 -3.5876
C: 0.1681 -0.1350 -2.4414
H: -2.6741 -3.3254 3.1355
H: -4.8259 -2.9334 1.9660
H: -4.9296 -1.2915 0.1096
H: -2.9412 -0.0085 -0.5123
H: 0.6950 2.2594 -1.3138
H: -0.0001 4.5968 -1.5190
H: -1.8881 5.4560 -0.1757
H: -3.0854 3.9541 1.3786
H: -2.4344 1.6016 1.5762
H: 0.1759 -2.6556 -0.1580
H: 0.4821 -3.9841 -2.1999
H: 0.6067 -2.8610 -4.4023
H: 0.3815 -0.4071 -4.5516
H: 0.0288 0.9307 -2.5433
Cl: 2.4715 1.7153 3.1932
C: 1.4905 1.9919 1.6993
H: 2.1295 2.4309 0.9407
H: 0.6538 2.6263 1.9791
C: 3.3410 -1.6255 -0.8560
Te: 3.5884 -0.6588 0.9946
C: 4.3582 1.0933 0.1035
H: 4.3536 -1.7139 -1.2481
H: 2.7136 -1.0329 -1.5163
H: 2.9167 -2.6099 -0.6879
H: 3.6835 1.4482 -0.6717
H: 5.3081 0.7965 -0.3381
H: 4.5353 1.8509 0.8622

Calculated values
energy relative to the best compared isomer or geometry (same formula, charge and spin) = 62.6 kJ/mol
charge = +2
spin multiplicity = 1
lowest unoccupied orbital energy = -8.200 eV
highest occupied orbital energy = -15.30 eV
maximum force = 0.270 eV/Å


# 2
The following is a DFT calculation (ωB97M-V/def2-TZVPD) of a structure of composition C29H44BrN3P2PdS.

Geometry (Å):
C: -0.6092 4.8449 -3.5387
C: -0.8474 3.7127 -4.3357
C: -1.0178 3.8979 -5.7169
C: -0.9704 5.2132 -6.2216
N: -0.7387 6.2632 -5.4399
C: -0.5332 6.1036 -4.1422
C: -0.8794 2.4065 -3.6677
C: -1.1797 2.0516 -2.4278
C: -1.6527 2.3613 -1.1094
C: -0.6799 2.3284 -0.0873
C: -1.0370 1.7643 1.1303
C: -2.3793 1.4037 1.3370
C: -3.3918 1.8919 0.4852
C: -3.0269 2.3337 -0.7789
Pd: -0.3049 0.5945 -3.3760
P: 2.2928 -0.8249 0.5030
H: -1.1966 3.0560 -6.3705
H: -0.4519 4.7315 -2.4575
H: -1.1017 5.4017 -7.2965
H: -0.2881 6.9915 -3.5564
H: -3.7636 2.5889 -1.5363
H: 0.3482 2.6434 -0.2823
H: -4.4410 1.8657 0.7736
H: -0.2882 1.5911 1.9027
C: 2.0630 -2.3739 1.5087
C: 2.9049 -3.6008 1.1914
H: 0.9922 -2.6069 1.3910
H: 2.1827 -2.0515 2.5538
H: 2.7691 -4.3388 1.9888
H: 2.5880 -4.0784 0.2583
H: 3.9751 -3.3831 1.1345
C: 2.9346 -1.4539 -1.1252
C: 3.4061 -0.3248 -2.0447
H: 2.1003 -2.0000 -1.6034
H: 3.7488 -2.1690 -0.9258
H: 3.3375 -0.6547 -3.0884
H: 2.7820 0.5741 -1.9254
H: 4.4617 -0.0774 -1.8547
C: 3.8357 -0.0994 1.2207
C: 5.1053 -0.9410 1.1712
H: 3.5793 0.1664 2.2569
H: 3.9816 0.8486 0.6793
H: 5.9582 -0.2976 1.4221
H: 5.0916 -1.7546 1.9057
H: 5.3009 -1.3567 0.1756
Br: -2.8219 0.1885 2.6552
P: -2.0957 -2.3347 -1.9901
C: -0.2979 -2.7037 -1.9490
C: -0.1351 -4.2253 -1.8194
H: 0.1166 -2.1655 -1.0821
H: 0.1852 -2.3197 -2.8600
H: 0.9179 -4.5369 -1.8503
H: -0.5699 -4.6006 -0.8806
H: -0.6578 -4.7278 -2.6452
C: -2.3630 -2.2229 -0.1551
C: -3.6935 -2.8679 0.2189
H: -2.3266 -1.1711 0.1731
H: -1.5276 -2.7390 0.3427
H: -3.7891 -2.9237 1.3096
H: -4.5472 -2.2987 -0.1698
H: -3.7491 -3.8859 -0.1870
C: -2.5194 -0.6326 -2.4166
C: -2.9844 -0.5125 -3.8697
H: -1.5280 -0.1591 -2.1291
H: -3.2338 -0.1982 -1.7123
H: -3.2232 0.5253 -4.1246
H: -2.2171 -0.8682 -4.5731
H: -3.8751 -1.1275 -4.0384
C: 1.7150 -0.4375 6.9724
N: 0.4951 0.2716 6.6020
C: -0.5898 0.4640 7.4296
C: -1.5448 1.0968 6.6876
N: -1.0300 1.2475 5.4133
C: 0.2360 0.7006 5.3206
S: 1.2406 0.5291 4.0081
H: 1.6148 -1.5177 6.8169
H: 2.5443 -0.0778 6.3619
H: 1.9281 -0.2450 8.0275
H: -0.5754 0.1528 8.4600
H: -2.5169 1.4613 6.9597
H: -1.5416 1.6192 4.6128

Calculated values
energy relative to the best compared isomer or geometry (same formula, charge and spin) = 51.9 kJ/mol
charge = +4
spin multiplicity = 5
lowest unoccupied orbital energy (spin up / spin down) = -11.131 / -14.076 eV
expectation value of S² = 6.047
highest occupied orbital energy (spin up / spin down) = -18.26 / -18.16 eV
maximum force = 4.387 eV/Å


# 3
The following is a DFT calculation (ωB97M-V/def2-TZVPD) of a cluster of 2 separate species, C5H12OS in total.

Geometry (Å):
C: -3.7786 0.6492 0.9132
C: -2.6372 -0.0243 0.8760
O: -1.9119 -0.2156 2.0193
H: -4.2836 0.7897 -0.0323
H: -4.1906 1.1060 1.7981
H: -2.2074 -0.3447 -0.0635
H: -1.2933 -0.9384 1.8781
C: 2.7179 -0.1960 0.6835
C: 1.5108 0.2597 -0.1173
C: 1.4459 -0.2954 -1.5549
S: -0.1243 0.3490 -2.2285
H: 2.6968 0.2641 1.6692
H: 3.6333 0.1088 0.1687
H: 2.8085 -1.2761 0.8053
H: 0.5784 0.0735 0.4195
H: 1.5532 1.3486 -0.2256
H: 1.4882 -1.3803 -1.5931
H: 2.2772 0.1442 -2.1024
H: -0.2833 -0.4220 -3.3132

Calculated values
energy relative to the best compared isomer or geometry (same formula, charge and spin) = 115.2 kJ/mol
spin multiplicity = 1
lowest unoccupied orbital energy = 0.719 eV
highest occupied orbital energy = -8.91 eV
structure (SMILES) = C=CO.CCCS
maximum force = 0.908 eV/Å


# 4
The following is a DFT calculation (ωB97M-V/def2-TZVPD) of the molecule C7H7NO2S.

Geometry (Å):
C: -0.5821 0.5382 -1.2076
C: 0.0752 1.5947 -0.7423
C: -0.9827 -0.5531 -0.3132
C: 0.4860 1.6074 0.6643
C: 1.0446 -2.0419 -0.3154
C: -0.2516 -1.5644 0.1536
C: 1.4246 0.7864 1.0969
N: 2.1554 -1.4794 -0.4700
O: 2.5767 0.8285 -1.2925
O: 3.8175 -0.0464 0.6486
S: 2.5872 0.0779 -0.0723
H: -0.9600 0.5119 -2.2199
H: 0.2828 2.4620 -1.3485
H: -2.0177 -0.4858 0.0141
H: -0.0869 2.2258 1.3457
H: 1.0253 -3.1044 -0.5805
H: -0.7413 -2.2817 0.8062
H: 1.7567 0.6962 2.1152

Calculated values
energy relative to the best compared isomer or geometry (same formula, charge and spin) = 176.5 kJ/mol
spin multiplicity = 1
lowest unoccupied orbital energy = 0.042 eV
highest occupied orbital energy = -9.96 eV
structure (SMILES) = O=S1(=O)\C=C/C=C\C=C/C=N\1
maximum force = 1.023 eV/Å